C5H7N3 in the gas phase in a non-equilibrium geometry, computed with ωB97M-V/def2-TZVPD.

E_LUMO ... 0.11 eV
ΔE to the lowest compared entry with this formula, charge and spin ... 141.2 kcal/mol
HOMO ... -8.10 eV
Structure (SMILES) ... N/C=C\C1=NN=CC1
Orbital gap ... 8.21 eV
Max |F| ... 0.147 hartree/bohr
E ... -9763.2641 eV

Structure (XYZ):
```
15
Properties=species:S:1:pos:R:3:mulliken_charge:R:1
N 2.369 -0.937 0.219 -0.454
C 2.170 0.431 -0.270 -0.219
C 1.045 1.195 -0.163 -0.668
C -0.220 0.545 0.085 0.603
N -0.241 -0.807 0.128 -0.391
N -1.635 -1.362 -0.343 -0.400
C -2.381 -0.300 0.013 -0.153
C -1.578 1.136 0.341 -0.414
H 1.536 -1.611 0.213 0.326
H 3.407 -1.345 0.692 0.240
H 3.033 0.906 -0.726 0.336
H 0.880 2.266 -0.394 0.279
H -3.374 -0.258 -0.453 0.336
H -1.565 1.741 1.213 0.332
H -1.581 2.000 -0.609 0.245
```

=====

A molecular structure, C17H24F3NO7SSiTi in a non-equilibrium geometry, computed with ωB97M-V/def2-TZVPD.

E_LUMO (spin up / spin down) ... 2.02 / 1.77 eV
ΔE to the lowest compared entry with this formula, charge and spin ... 16.0 kcal/mol
HOMO (spin up / spin down) ... -5.75 / -5.86 eV
Orbital gap (spin up / spin down) ... 7.78 / 7.63 eV
Max |F| ... 0.066 hartree/bohr
Net charge ... -1
Expectation value of S² ... 0.757
E ... -83826.3247 eV
Multiplicity ... 2

Structure (XYZ):
```
55
Properties=species:S:1:pos:R:3:mulliken_charge:R:1
Ti 0.142 -0.310 0.114 -0.188
O 0.037 -5.942 -3.623 -0.709
C -0.953 -5.579 -2.972 0.399
O -2.073 -6.085 -2.794 -0.725
C -0.776 -4.188 -2.274 0.166
C -1.769 -3.695 -1.433 -1.005
C -1.609 -2.476 -0.816 -0.184
N -0.503 -1.728 -0.985 0.395
C 0.496 -2.233 -1.762 0.758
C 0.382 -3.434 -2.426 -0.842
C 1.725 -1.372 -1.748 0.313
O 2.704 -1.569 -2.410 -0.651
O 1.591 -0.357 -0.891 -0.322
H -2.657 -4.296 -1.291 0.531
H -2.371 -2.060 -0.168 0.405
H 1.188 -3.803 -3.046 0.618
C -0.810 3.222 0.535 -1.586
Si -0.995 1.767 -0.719 1.364
C -2.940 1.568 -0.884 2.340
C -3.447 0.907 0.406 -1.857
C -3.290 0.663 -2.073 -1.824
C -3.695 2.891 -1.048 -1.895
C -0.187 2.461 -2.360 2.269
C -0.150 1.374 -3.443 -1.634
C -0.903 3.687 -2.931 -2.095
C 1.259 2.856 -2.024 -2.020
H -1.246 4.154 0.165 0.353
H 0.243 3.411 0.756 0.333
H -1.300 2.973 1.479 0.330
H -2.941 -0.037 0.606 0.182
H -4.522 0.705 0.330 0.503
H -3.288 1.555 1.272 0.347
H -2.668 -0.233 -2.099 0.248
H -3.153 1.194 -3.017 0.317
H -4.340 0.349 -2.018 0.520
H -3.517 3.555 -0.199 0.337
H -4.773 2.699 -1.106 0.514
H -3.396 3.413 -1.958 0.288
H -1.152 1.082 -3.760 0.207
H 0.364 0.482 -3.087 0.184
H 0.390 1.737 -4.325 0.537
H -1.902 3.430 -3.290 0.342
H -0.337 4.091 -3.779 0.507
H -1.000 4.479 -2.183 0.340
H 1.806 2.017 -1.593 0.278
H 1.289 3.692 -1.320 0.341
H 1.783 3.166 -2.935 0.492
F 1.429 0.988 1.547 -0.148
C 1.640 0.093 2.573 0.828
F 2.849 -0.413 2.406 -0.243
F 1.614 0.783 3.699 -0.252
S 0.309 -1.242 2.469 1.237
O 0.060 -1.698 3.790 -0.703
O 0.869 -2.145 1.494 -0.615
O -0.772 -0.436 1.855 -0.624
```

=====

13 unconnected molecules or ions with the total composition H26O13 in a non-equilibrium geometry, computed with ωB97M-V/def2-TZVPD.

E_LUMO ... -0.33 eV
ΔE to the lowest compared entry with this formula, charge and spin ... 29.8 kcal/mol
HOMO ... -9.91 eV
Orbital gap ... 9.58 eV
Max |F| ... 0.028 hartree/bohr
E ... -27040.6536 eV

Structure (XYZ):
```
39
Properties=species:S:1:pos:R:3:mulliken_charge:R:1
O -52.223 7.657 -7.926 -0.470
H -52.989 7.184 -8.253 0.180
H -52.570 8.233 -7.244 0.276
O -49.565 8.422 -6.539 -0.553
H -49.374 7.803 -7.244 0.247
H -48.706 8.733 -6.253 0.276
O -50.516 10.312 -8.466 -0.738
H -49.925 10.741 -7.847 0.322
H -50.770 9.498 -8.031 0.304
O -47.116 7.812 -9.632 -0.568
H -47.301 8.305 -10.432 0.285
H -46.856 8.478 -8.995 0.277
O -50.784 5.804 -5.541 -0.669
H -51.105 6.696 -5.409 0.302
H -50.299 5.843 -6.366 0.438
O -49.794 9.335 -10.695 -0.689
H -49.854 9.898 -9.923 0.406
H -49.017 9.645 -11.159 0.210
O -50.228 6.903 -9.467 0.587
H -50.059 7.794 -9.774 0.240
H -51.057 6.966 -8.993 -0.295
O -54.143 6.861 -9.484 -0.714
H -54.582 6.016 -9.387 0.297
H -53.708 6.810 -10.335 0.356
O -48.671 5.722 -11.783 -0.638
H -47.770 5.443 -11.617 0.309
H -49.005 5.981 -10.924 0.255
O -52.732 6.301 -11.745 -0.654
H -53.077 6.315 -12.638 0.245
H -52.396 7.186 -11.604 0.406
O -52.161 4.662 -9.483 -0.618
H -51.276 4.685 -9.120 0.261
H -52.082 5.094 -10.334 0.343
O -52.331 8.903 -11.575 -0.685
H -52.412 9.483 -12.331 0.292
H -51.420 8.998 -11.296 0.399
O -48.958 5.670 -7.327 -0.706
H -48.796 6.015 -8.205 0.201
H -48.847 4.724 -7.418 0.280
```

=====

C2H3PS in the gas phase in a non-equilibrium geometry, computed with ωB97M-V/def2-TZVPD.

E_LUMO ... -1.35 eV
ΔE to the lowest compared entry with this formula, charge and spin ... 0.0 kcal/mol
HOMO ... -8.91 eV
Structure (SMILES) ... [H]/P=C/C=S
Orbital gap ... 7.57 eV
Max |F| ... 0.050 hartree/bohr
E ... -22244.5769 eV

Structure (XYZ):
```
7
Properties=species:S:1:pos:R:3:mulliken_charge:R:1
H 2.530 0.598 0.233 0.022
P 1.673 -0.504 0.077 -0.074
C 0.227 0.353 -0.050 -0.111
C -1.066 -0.493 -0.090 -0.275
S -2.536 0.185 0.032 -0.212
H 0.099 1.419 0.011 0.352
H -0.927 -1.558 -0.212 0.297
```

=====

6 unconnected molecules or ions with the total composition C30H65Br2F4INO10P2 in a non-equilibrium geometry, computed with ωB97M-V/def2-TZVPD.

E_LUMO ... -2.85 eV
ΔE to the lowest compared entry with this formula, charge and spin ... 15.6 kcal/mol
HOMO ... -10.56 eV
Orbital gap ... 7.71 eV
Max |F| ... 0.062 hartree/bohr
Net charge ... +1
E ... -231750.4860 eV

Structure (XYZ):
```
115
Properties=species:S:1:pos:R:3:mulliken_charge:R:1
C -4.425 1.185 -2.896 -0.788
C -5.054 0.192 -1.903 -0.528
C -5.144 0.748 -0.481 -0.932
C -3.932 0.390 0.368 -0.141
O -2.772 0.301 -0.466 -0.134
C -1.550 0.441 0.136 -1.231
P -1.241 2.155 0.961 0.113
C -2.631 3.179 0.351 -0.924
O -1.647 1.935 2.554 -0.564
N -1.391 -0.555 1.267 0.596
F -1.897 -1.786 0.897 -0.003
C -0.004 -0.640 1.850 -0.979
C 0.111 -1.942 2.634 -1.445
C -0.992 -2.139 3.679 -0.609
C -0.799 -1.326 4.948 -0.909
O 0.568 -1.295 5.312 -0.232
C 0.799 -0.464 6.415 0.541
C 0.961 0.986 6.061 -0.595
O 0.910 -0.931 7.544 -0.550
C 1.165 -0.291 0.870 2.142
C 2.201 -1.399 0.823 -2.633
C 1.850 1.040 1.318 0.651
C 3.238 0.950 1.948 -1.369
C 3.795 2.314 2.343 0.422
F 4.985 2.072 2.973 -0.329
Br 2.677 3.271 3.599 -0.051
C 4.135 3.203 1.127 0.394
F 3.025 3.614 0.484 -0.061
F 4.908 2.483 0.285 -0.198
Br 5.157 4.792 1.646 -0.098
O 0.810 -0.124 -0.504 0.257
C -0.500 0.145 -0.976 2.294
C -0.528 1.365 -1.918 -1.136
C 0.652 2.335 -1.861 -0.496
C 0.311 3.511 -2.805 -1.650
I 2.484 1.520 -2.630 -0.011
P -1.098 -1.367 -2.017 0.057
C -0.291 -2.869 -1.312 -1.156
C -0.282 -1.321 -3.676 -0.248
C -1.347 -0.965 -4.754 -1.232
H -4.542 2.199 -2.522 0.306
H -3.358 1.000 -2.947 -0.053
H -4.863 1.117 -3.881 0.395
H -6.047 -0.065 -2.250 0.571
H -4.489 -0.733 -1.901 0.244
H -6.004 0.293 0.000 0.423
H -5.295 1.823 -0.465 0.328
H -4.117 -0.601 0.785 0.259
H -3.804 1.067 1.212 0.154
H -3.481 3.041 1.021 0.519
H -2.969 2.894 -0.637 0.116
H -2.356 4.222 0.415 0.432
H -2.567 2.140 2.759 0.373
H -1.993 -0.271 2.046 1.085
H 0.001 0.130 2.617 0.076
H 0.122 -2.790 1.960 0.692
H 1.042 -1.944 3.179 0.904
H -1.991 -1.922 3.308 0.002
H -1.009 -3.193 3.932 0.390
H -1.363 -1.811 5.743 0.512
H -1.239 -0.331 4.847 0.341
H 0.119 1.320 5.460 0.212
H 1.049 1.590 6.947 0.369
H 1.842 1.079 5.438 0.068
H 2.982 -1.083 0.144 0.468
H 2.650 -1.616 1.783 0.464
H 1.790 -2.316 0.420 0.576
H 1.940 1.641 0.425 -0.970
H 1.227 1.607 2.001 0.150
H 3.205 0.390 2.875 0.348
H 3.986 0.543 1.283 0.590
H -0.637 1.071 -2.958 0.332
H -1.409 1.973 -1.745 -0.258
H 0.815 2.764 -0.882 0.469
H -0.688 3.894 -2.627 0.344
H 0.420 3.152 -3.820 0.550
H 1.073 4.271 -2.685 0.493
H -0.307 -2.933 -0.234 0.181
H 0.756 -2.871 -1.608 0.199
H -0.731 -3.740 -1.775 0.544
H 0.492 -0.564 -3.746 0.112
H 0.110 -2.297 -3.926 0.467
H -2.338 -1.112 -4.335 0.287
H -1.287 -1.626 -5.609 0.408
H -1.297 0.077 -5.048 0.280
C 3.036 -3.571 -4.483 -0.527
O 1.977 -4.242 -3.800 -0.458
H 3.049 -2.539 -4.140 0.151
H 4.000 -4.033 -4.257 0.316
H 2.871 -3.586 -5.562 0.286
H 1.973 -5.149 -4.113 0.278
C 8.296 5.177 -1.331 -0.466
O 8.454 4.307 -0.215 -0.467
H 9.236 5.186 -1.875 0.235
H 7.506 4.822 -1.999 0.211
H 8.066 6.196 -1.007 0.243
H 7.625 4.297 0.267 0.226
C -3.241 -5.000 1.586 -0.310
O -4.217 -4.112 2.137 -0.574
H -3.638 -6.009 1.636 0.231
H -3.040 -4.747 0.541 0.198
H -2.313 -4.956 2.160 0.170
H -3.862 -3.224 2.088 0.279
C 0.825 5.739 -6.461 -0.527
O -0.383 5.295 -5.845 -0.477
H 0.871 5.294 -7.451 0.223
H 0.836 6.827 -6.562 0.273
H 1.699 5.419 -5.888 0.239
H -0.425 5.692 -4.973 0.270
C -1.901 -8.555 3.309 -0.565
O -1.338 -7.246 3.394 -0.457
H -1.258 -9.147 2.664 0.223
H -1.945 -9.027 4.293 0.269
H -2.905 -8.524 2.878 0.249
H -1.905 -6.728 3.969 0.271
```